Entry 1:
{"formula": "C22H78N12O17", "method": "wB97M-V/def2-TZVPD", "elements": ["C", "C", "O", "H", "H", "H", "H", "H", "H", "C", "C", "O", "H", "H", "H", "H", "H", "H", "C", "C", "O", "H", "H", "H", "H", "H", "H", "C", "C", "O", "H", "H", "H", "H", "H", "H", "C", "C", "O", "H", "H", "H", "H", "H", "H", "C", "O", "N", "N", "H", "H", "H", "H", "C", "O", "N", "N", "H", "H", "H", "H", "C", "O", "N", "N", "H", "H", "H", "H", "C", "O", "N", "N", "H", "H", "H", "H", "C", "O", "N", "N", "H", "H", "H", "H", "C", "O", "N", "N", "H", "H", "H", "H", "C", "O", "H", "H", "H", "H", "C", "O", "H", "H", "H", "H", "C", "O", "H", "H", "H", "H", "C", "O", "H", "H", "H", "H", "C", "O", "H", "H", "H", "H", "C", "O", "H", "H", "H", "H"], "xyz": [[3.152423, -3.923943, -1.861729], [2.244010, -3.821886, -0.671796], [2.658404, -2.864494, 0.244990], [2.695705, -4.691171, -2.604044], [4.205408, -4.089771, -1.651420], [2.947058, -2.961059, -2.387013], [2.195765, -4.827266, -0.374770], [1.258691, -3.476700, -0.927461], [2.059680, -2.713103, 0.991411], [-3.722248, 4.542551, -3.280255], [-2.952699, 3.479856, -4.017288], [-2.098125, 2.818078, -3.100859], [-3.063454, 5.063486, -2.573173], [-4.385589, 3.924792, -2.639028], [-4.380054, 5.275799, -3.881223], [-2.456237, 3.890121, -4.778226], [-3.738270, 2.752027, -4.416663], [-2.524319, 1.990144, -2.881639], [5.182589, -0.198437, -2.023807], [4.512475, 0.762309, -0.989239], [5.012677, 2.090138, -1.072761], [4.715426, -1.200988, -1.713245], [6.227037, -0.235487, -1.930023], [5.003789, 0.054738, -3.114637], [4.620231, 0.308712, -0.048478], [3.439218, 0.876190, -1.122799], [5.932887, 2.028666, -0.827487], [1.936836, -0.749533, -3.927200], [1.190188, 0.485289, -4.265877], [0.140559, 0.882928, -3.449338], [1.217909, -1.623770, -3.827740], [2.210620, -0.545102, -2.876669], [2.704236, -1.003984, -4.671568], [0.911020, 0.449847, -5.331399], [1.968382, 1.290905, -4.054029], [0.322127, 1.721045, -2.988655], [2.931466, -3.013149, 3.150144], [1.930365, -2.242608, 3.949474], [1.107445, -1.609849, 3.046233], [3.691014, -3.227712, 3.894345], [3.570844, -2.416032, 2.498493], [2.488509, -3.861967, 2.858055], [2.391220, -1.601335, 4.618391], [1.311405, -3.022246, 4.467917], [0.691809, -0.911172, 3.530917], [0.056158, -0.464858, -0.052019], [1.389808, -0.048219, -0.134671], [-0.738277, -0.231413, -1.038988], [-0.414193, -0.900904, 1.108688], [-0.318483, 0.284523, -1.897109], [-1.756280, -0.148379, -0.860238], [0.374132, -1.192623, 1.713229], [-1.198655, -1.450074, 1.078297], [3.471440, 3.798796, 1.528012], [3.669952, 3.777098, 2.895539], [2.874506, 2.880561, 0.767003], [3.956300, 4.819238, 0.797541], [2.238347, 2.192640, 1.192101], [3.281029, 2.654446, -0.135953], [4.392519, 5.573462, 1.301350], [3.621443, 4.904104, -0.202172], [-4.022071, -1.772938, -0.326153], [-3.135882, -1.253667, 0.572138], [-3.593638, -2.352804, -1.436100], [-5.281510, -2.052484, -0.088504], [-2.616515, -2.517188, -1.717792], [-4.198307, -2.572748, -2.243339], [-5.763136, -1.961354, 0.827890], [-5.974166, -2.401275, -0.778126], [-0.026711, 3.810705, -0.623012], [0.084429, 2.534037, -1.106862], [-1.020129, 4.529106, -0.992820], [0.905264, 4.412777, 0.119650], [-1.585512, 4.015861, -1.695407], [-1.311842, 5.449261, -0.672497], [1.730804, 3.823419, 0.421267], [0.977502, 5.454528, 0.509582], [-1.253668, -2.779294, -3.263117], [-1.315908, -3.983526, -3.982615], [-0.997406, -2.662414, -2.012184], [-1.527387, -1.600851, -3.769376], [-0.730411, -3.484574, -1.381445], [-0.768575, -1.708757, -1.536205], [-1.843514, -1.491215, -4.779558], [-1.136948, -0.735350, -3.400439], [-1.765166, 0.719261, 3.735883], [-0.699205, 0.049890, 4.342300], [-2.138503, 0.473701, 2.507752], [-2.536244, 1.557926, 4.361556], [-1.409707, 0.076112, 1.843173], [-2.999444, 0.832229, 2.007870], [-2.058194, 1.948944, 5.170412], [-2.962729, 2.251932, 3.775449], [-1.622156, -2.904601, 4.506429], [-2.533683, -3.728950, 5.223031], [-0.958348, -2.386654, 5.200514], [-2.125741, -2.238703, 3.786862], [-0.909663, -3.454919, 3.823655], [-2.885963, -4.238742, 4.517387], [3.973506, 0.056137, 2.616572], [3.637327, 0.589162, 3.935756], [4.656380, -0.729458, 2.596882], [4.367734, 0.839589, 1.960232], [3.079579, -0.285098, 2.021445], [2.844966, 1.106128, 3.677812], [-3.184700, 1.993419, 0.267063], [-4.092600, 2.044604, 1.404796], [-2.169677, 2.351387, 0.481054], [-3.501853, 2.600110, -0.573397], [-3.225985, 0.970325, -0.085441], [-4.229100, 2.973339, 1.574372], [0.571768, 2.685770, 3.006929], [1.222286, 1.542543, 2.469683], [-0.435988, 2.897804, 2.647109], [1.071557, 3.578483, 2.760204], [0.547436, 2.567052, 4.045497], [0.603339, 1.014397, 2.066306], [-0.478864, -5.040766, 1.294277], [-1.250306, -4.240658, 0.378280], [-0.119513, -5.908947, 0.750669], [-0.930627, -5.300655, 2.237937], [0.331103, -4.377565, 1.573121], [-2.141248, -4.598476, 0.478025], [-4.547005, 0.667918, -2.623470], [-3.188449, 0.395408, -2.676218], [-4.729330, 1.696148, -2.434200], [-4.922051, -0.009112, -1.858396], [-4.897733, 0.463976, -3.579543], [-3.210143, -0.502900, -2.890044]], "forces_ev_per_a": [[-1.91, 1.02, -2.42], [-0.44, 0.44, -0.33], [1.53, 0.31, 0.74], [1.03, 0.91, 1.39], [-0.10, -0.05, 0.05], [1.06, -0.46, 0.00], [-0.38, -1.48, 1.73], [-0.66, -0.46, -0.96], [0.04, -0.23, -0.55], [-1.65, 0.40, 0.73], [-3.21, -1.97, 2.05], [-0.01, 0.92, -0.48], [-0.21, 0.29, -0.51], [-0.11, 0.81, -0.04], [1.25, -1.23, 0.77], [2.42, 1.22, -3.10], [1.18, 0.74, 0.09], [0.38, -0.72, 0.16], [-3.10, -0.43, -0.04], [0.04, -0.14, -2.55], [0.07, 0.06, 0.16], [0.87, 1.09, -1.00], [1.53, -0.11, 0.56], [-0.26, -0.30, 1.33], [0.41, -0.29, 1.56], [-0.15, -0.46, -0.36], [0.46, 0.36, 0.12], [-1.87, -1.78, 1.86], [2.62, 2.41, -1.21], [-1.46, -0.55, 0.69], [0.84, 0.69, -0.44], [0.95, -0.66, -0.42], [-0.04, 0.28, 0.63], [-0.25, 0.46, 0.29], [-0.66, -0.62, -1.25], [-0.12, -0.03, 0.06], [2.94, 2.99, 2.78], [-0.59, -2.98, -0.86], [-0.14, 0.29, -0.67], [0.24, -0.94, 0.35], [-0.99, -0.31, -0.65], [-1.05, -3.16, -1.93], [0.68, 1.53, 1.33], [0.52, 0.69, 0.26], [-1.41, 1.34, 0.61], [8.78, 3.80, 1.03], [-6.11, -2.49, 0.33], [-2.09, 1.69, -3.58], [3.30, 0.13, 0.03], [-0.73, -0.76, 1.86], [0.97, -0.13, -0.11], [-0.64, -0.18, -0.06], [-2.47, -1.90, -0.03], [2.62, 0.34, 6.81], [-1.62, 0.05, -6.95], [-0.35, -1.85, 0.11], [-0.46, 0.57, -1.57], [0.66, -0.24, 0.14], [0.03, 0.20, 0.27], [0.01, 0.01, -0.26], [0.91, 0.15, 1.92], [5.14, 0.15, 3.80], [-4.37, -1.86, -3.94], [0.04, -0.16, -3.27], [-4.87, 0.20, 1.91], [0.01, 0.55, 1.06], [-0.03, -0.02, 1.23], [1.28, 0.54, -0.94], [1.51, 0.26, 0.42], [3.16, -4.60, -1.14], [-0.10, 5.09, 2.27], [-4.45, 0.99, -2.17], [1.64, 2.26, 1.97], [0.16, 0.60, 0.54], [0.60, -0.57, -0.02], [-1.25, 0.43, -0.62], [-1.06, -3.22, -1.63], [0.19, -7.34, -5.29], [-0.04, 6.14, 3.65], [2.61, -1.97, 5.76], [-1.78, 3.06, -4.60], [-0.63, 1.22, -1.69], [-0.62, -1.52, -1.39], [0.95, -0.70, 1.97], [0.01, -0.36, -0.04], [5.22, -4.92, 1.02], [-4.51, 3.52, -2.59], [0.20, -0.57, -3.26], [-0.59, 2.55, 3.15], [-1.30, 0.40, 1.55], [1.47, -0.50, 2.01], [-0.52, -0.15, 0.06], [-0.28, 0.05, -0.04], [1.25, 0.04, -1.01], [0.82, 0.57, 0.07], [-0.55, 0.28, -0.09], [-0.02, 0.27, 0.71], [-0.61, -0.15, 0.77], [-0.99, -1.06, -0.46], [-2.08, 1.87, -0.77], [-0.31, -0.73, -1.93], [1.31, -1.26, 0.76], [0.30, 0.26, 0.40], [0.50, 0.15, 0.91], [0.49, -0.07, 0.66], [-0.26, 0.29, -0.27], [0.34, 0.33, -1.16], [-0.14, -0.47, 0.29], [-0.53, 0.36, -0.02], [0.35, -0.12, 0.21], [-0.24, 0.40, 0.29], [-0.66, -0.27, -0.56], [1.84, 2.37, 1.12], [-0.27, -0.73, -0.26], [1.22, 0.88, -0.20], [-0.15, 0.02, 1.70], [-2.13, -2.17, -1.54], [1.01, 0.92, -0.75], [-0.78, -0.69, 1.01], [0.20, -0.24, 0.27], [-0.81, -0.15, 0.07], [0.56, -0.22, 0.01], [-0.11, 0.40, -0.51], [-0.08, -0.43, 1.14], [1.15, 2.14, 0.63], [-0.18, 0.86, 0.61], [-1.02, 0.46, 0.03], [-1.53, -0.49, -1.68], [1.14, -2.42, -0.62]], "mulliken_charge": [-1.18, 0.42, -0.27, 0.34, 0.38, -0.02, 0.37, -0.25, -0.17, -0.87, -0.18, -0.04, 0.21, 0.11, 0.37, 0.60, 0.14, 0.17, -0.99, 0.92, -0.56, 0.10, 0.49, 0.22, -0.04, -0.52, 0.32, -0.20, -0.92, -0.14, 0.02, -0.29, 0.59, 0.29, 0.32, 0.14, -1.63, -0.60, 0.14, 0.44, 0.15, 0.56, 0.52, 0.31, -0.26, -0.40, -0.34, 2.97, 1.15, -1.15, -1.15, -0.84, 0.58, 0.28, -0.71, 1.43, -0.28, -0.82, 0.09, 0.29, 0.25, -0.17, -0.40, -0.07, -0.30, -0.03, 0.33, 0.32, 0.19, -0.07, -0.45, -0.16, -0.13, 0.28, 0.17, -0.44, 0.26, 0.24, -0.82, 0.88, 0.22, -0.17, 0.23, 0.22, -0.30, 0.12, -0.70, 0.84, -0.45, -0.41, 0.14, 0.35, 0.21, 0.18, -0.58, 0.21, 0.03, -0.22, 0.33, -1.11, -0.76, 0.83, 0.45, 0.09, 0.16, 0.13, -0.67, 0.19, 0.32, -0.77, 0.37, -1.21, 1.39, 0.03, 0.51, 0.42, -0.74, -0.40, -0.35, 0.33, 0.36, -0.15, 0.21, -0.81, -0.78, 0.24, 0.20, 0.41, 0.40], "gap_ev": 8.50, "e_tot_ha": -2820.91588, "lumo_energy_ev": -0.19}

=====

Entry 2:
{"formula": "C22H8F4I2N7NaO3S", "method": "wB97M-V/def2-TZVPD", "elements": ["Na", "I", "C", "I", "H", "H", "O", "S", "O", "O", "C", "N", "C", "C", "C", "N", "C", "C", "C", "N", "C", "C", "H", "H", "H", "H", "H", "H", "F", "C", "C", "F", "C", "C", "C", "F", "C", "C", "C", "N", "C", "N", "F", "C", "C", "N", "C", "N"], "xyz": [[0.102678, 0.377057, 0.547948], [-1.202991, -2.005662, -1.608393], [0.815399, -2.579776, -1.918340], [2.197530, -0.987272, -1.675689], [0.902177, -2.937911, -2.935182], [1.060805, -3.350496, -1.200231], [-4.756394, 7.476624, 0.241081], [-4.718160, 8.291933, -0.958682], [-3.678692, 9.309327, -0.983713], [-6.008288, 8.695032, -1.474190], [-4.072038, 7.150494, -2.208489], [-4.247699, 7.440399, -3.506789], [-3.709095, 6.603940, -4.376569], [-2.993987, 5.473207, -4.005518], [-2.878135, 5.258467, -2.647041], [-3.417063, 6.080337, -1.759217], [-2.159139, 4.099734, -2.042302], [-2.125113, 3.988643, -0.654203], [-1.458119, 2.926583, -0.087522], [-0.833432, 1.971007, -0.797363], [-0.873381, 2.084384, -2.129292], [-1.511463, 3.118364, -2.784673], [-3.853769, 6.841071, -5.426245], [-2.569895, 4.815228, -4.750894], [-2.616252, 4.743407, -0.053148], [-1.419591, 2.830343, 0.993288], [-0.364768, 1.310729, -2.694411], [-1.497734, 3.147312, -3.865378], [0.141017, -2.458938, 1.897362], [-0.561300, -3.354758, 2.601706], [-0.499327, -4.636842, 2.232869], [0.232190, -4.959415, 1.175023], [-1.183440, -5.697223, 2.967085], [-1.932526, -5.236162, 4.132888], [-1.983776, -3.951273, 4.502249], [-2.689044, -3.617970, 5.572122], [-1.326395, -2.891658, 3.750529], [-1.430128, -1.584066, 4.093054], [-0.864237, -0.538343, 3.276478], [-0.430814, 0.302745, 2.629447], [-2.115448, -1.103391, 5.260441], [-2.629017, -0.643463, 6.178164], [-2.586202, -6.131404, 4.851853], [-1.118689, -6.997462, 2.606089], [-0.380445, -7.461636, 1.458196], [0.227304, -7.846021, 0.564032], [-1.789749, -8.056176, 3.315361], [-2.298511, -8.954413, 3.816504]], "forces_ev_per_a": [[0.28, 0.10, -0.93], [-0.01, 0.01, 0.08], [-0.03, 0.02, 0.00], [-0.02, 0.01, 0.07], [0.02, -0.02, -0.01], [0.02, -0.02, -0.01], [-0.02, 0.13, -0.03], [0.03, 0.08, 0.12], [-0.14, -0.06, 0.06], [0.09, -0.01, 0.04], [0.05, -0.40, -0.31], [0.08, -0.01, 0.23], [-0.06, 0.08, -0.05], [0.04, -0.06, -0.14], [0.04, -0.14, 0.14], [-0.10, 0.34, -0.05], [-0.03, 0.07, -0.04], [0.00, 0.05, 0.03], [0.05, -0.11, -0.06], [-0.07, 0.11, 0.02], [0.04, -0.01, 0.09], [-0.03, 0.01, -0.06], [0.00, 0.00, 0.00], [0.00, 0.01, 0.00], [-0.01, -0.01, -0.02], [0.00, 0.00, -0.01], [0.00, -0.01, 0.01], [0.01, -0.01, 0.01], [-0.13, -0.13, 0.08], [0.00, 0.17, 0.05], [0.02, -0.18, -0.01], [-0.11, 0.06, 0.15], [-0.03, 0.35, 0.10], [0.06, -0.20, -0.08], [-0.02, 0.19, 0.03], [0.09, -0.02, -0.14], [0.05, -0.31, -0.10], [0.00, 0.43, 0.04], [-0.10, -0.25, 0.34], [-0.22, -0.04, 0.70], [0.07, 0.04, -0.16], [0.00, 0.01, 0.01], [0.08, 0.07, -0.09], [-0.06, -0.48, -0.17], [-0.02, 0.15, 0.22], [-0.05, -0.10, -0.04], [0.12, 0.12, -0.15], [-0.01, -0.04, 0.02]], "nbo_charge": [0.88, 0.16, -0.72, 0.16, 0.24, 0.23, -1.01, 2.40, -1.00, -0.99, 0.15, -0.40, 0.08, -0.30, 0.17, -0.43, 0.03, -0.21, 0.02, -0.57, 0.03, -0.24, 0.19, 0.21, 0.29, 0.19, 0.19, 0.22, -0.30, 0.31, 0.42, -0.28, -0.09, 0.41, 0.32, -0.26, -0.02, -0.21, 0.37, -0.38, 0.23, -0.18, -0.26, -0.14, 0.24, -0.19, 0.23, -0.18], "gap_ev": 2.09, "e_tot_ha": -3007.37408, "lumo_energy_ev": -4.86}